[1]
Molecular formula: C27H30BNO4
Method: DFT, the ωB97M-V functional and the def2-TZVPD basis

XYZ file:
```
63
Properties=species:S:1:pos:R:3:forces:R:3:nbo_charge:R:1
C -1.518 -3.036 4.453 -0.6 0.1 -0.5 -0.67
C -1.642 -3.062 2.916 0.4 -0.8 -1.1 0.42
C -1.564 -4.262 2.217 -0.1 -0.5 -0.9 -0.37
C -1.666 -4.081 0.762 1.8 -0.2 2.2 -0.42
C -1.439 -2.773 0.339 -3.7 -1.7 1.1 0.09
B 2.330 -1.704 3.500 -1.6 -0.3 0.1 1.34
O 3.617 -1.542 4.076 -0.4 0.8 -1.2 -0.72
C 4.317 -0.934 3.042 1.0 -0.4 -0.4 0.13
C 2.847 -0.792 1.591 0.3 0.1 2.0 -0.12
C 2.119 -0.791 0.388 2.2 1.8 -1.0 -0.47
C 2.105 0.211 2.557 -0.2 -1.0 1.1 -0.10
O 1.405 -0.652 3.536 1.0 -0.5 0.0 -0.72
C 3.160 -2.784 1.803 -2.4 1.0 0.1 0.09
O 2.104 -2.885 2.738 0.7 0.0 0.6 -0.71
O -1.789 -2.070 2.094 1.6 0.4 0.0 -0.56
H -1.919 -3.998 4.834 0.2 0.6 -0.2 0.23
H -0.470 -2.973 4.814 -0.5 0.2 -0.6 0.23
H -2.091 -2.204 4.886 0.2 -0.2 -0.1 0.23
H -1.331 -5.229 2.675 -0.6 0.3 -0.2 0.21
H -1.767 -5.060 0.244 0.4 1.3 -0.5 0.25
H 4.670 0.075 3.264 -0.4 0.0 -0.4 0.20
H 5.078 -1.622 2.711 0.3 0.3 -0.5 0.19
H 0.799 -2.771 -0.135 0.1 -0.3 0.2 0.24
H 1.425 0.075 0.393 0.7 -0.6 -0.7 0.23
H 2.804 -0.905 -0.480 -0.8 -0.4 0.3 0.27
H 2.795 0.913 3.083 -0.5 -0.6 -0.3 0.19
H 1.364 0.827 2.016 0.3 -0.6 0.4 0.21
H 2.832 -2.981 0.779 0.2 -0.2 0.4 0.20
H 4.103 -3.295 2.092 -0.4 0.9 0.0 0.20
C 4.708 3.819 -0.379 -0.7 0.7 -0.2 -0.65
C 5.580 2.628 -0.420 -0.2 -1.2 -0.8 0.08
N 6.815 2.731 0.170 0.2 0.0 -0.2 -0.38
C 7.235 3.846 0.975 -0.1 -0.3 -0.1 -0.40
C 7.470 1.539 0.042 -1.4 -0.2 0.0 0.20
C 6.602 0.642 -0.702 1.5 -0.1 0.5 -0.18
C 7.054 -0.668 -0.914 0.7 -0.1 0.4 -0.20
C 8.209 -1.073 -0.222 -0.1 -0.1 -0.2 -0.26
C 8.932 -0.203 0.630 0.0 0.7 0.0 -0.24
C 8.587 1.159 0.729 0.7 -1.4 -0.2 -0.28
C 5.454 1.367 -0.991 -1.5 1.5 0.1 -0.17
C 0.546 -1.840 -0.607 1.0 1.5 0.5 -0.19
C 1.091 -1.553 -1.938 -0.4 0.1 -4.2 -0.13
C 1.997 -0.525 -2.318 0.5 0.3 0.0 -0.18
C 2.913 -0.707 -3.377 0.3 -0.1 -0.7 -0.24
C 2.691 -1.615 -4.426 -0.8 0.1 0.9 -0.21
C 1.445 -2.250 -4.361 -0.4 -0.1 0.6 -0.24
C 0.681 -2.199 -3.160 -0.2 -0.6 -0.5 -0.18
H 3.749 3.578 -0.885 0.5 0.3 0.5 0.24
H 4.535 4.154 0.677 -0.1 -0.2 -0.9 0.21
H 5.186 4.670 -0.928 -0.4 -0.5 0.4 0.22
H 8.233 3.606 1.339 -0.1 0.5 0.1 0.21
H 7.252 4.743 0.341 0.0 0.0 0.6 0.21
H 6.545 3.931 1.830 0.4 0.4 -0.2 0.20
H 6.513 -1.325 -1.611 0.3 0.2 0.5 0.21
H 8.589 -2.096 -0.350 -0.3 0.4 0.1 0.21
H 9.771 -0.553 1.234 -0.2 -0.1 -0.4 0.21
H 9.132 1.919 1.280 0.2 -0.5 0.2 0.21
H -0.363 -1.343 -0.282 0.8 0.6 0.7 0.29
H 1.985 0.497 -1.896 0.6 -1.1 0.7 0.24
H 3.868 -0.152 -3.345 -0.8 0.3 -0.1 0.25
H 3.353 -1.739 -5.291 -0.2 0.1 0.6 0.22
H 1.061 -2.835 -5.215 0.1 0.5 0.6 0.22
H -0.371 -2.532 -3.258 0.9 -0.6 0.6 0.23
```
Positions in Å, forces in eV/Å.

Summary:
strongest force on any atom = 4.2 eV/A
DFT total energy = -38821.86797 eV
LUMO = -0.13696 Eh

[2]
Molecular formula: C13H14BF7NO13PS
Method: DFT, the ωB97M-V functional and the def2-TZVPD basis

XYZ file:
```
51
Properties=species:S:1:pos:R:3:forces:R:3:nbo_charge:R:1
O 0.307 3.447 3.649 0.0 -0.6 -0.3 -1.06
P 0.191 2.146 2.978 0.4 0.2 -0.2 2.38
O 0.506 0.848 3.855 -0.4 -0.4 0.3 -0.98
O 1.122 1.761 1.763 0.1 0.9 -0.3 -1.03
C -1.466 1.912 2.308 -0.3 0.4 -0.1 -0.85
C -1.722 0.762 1.328 0.0 -0.1 -0.2 -0.24
C -3.234 0.676 1.134 -0.2 0.3 -0.1 -0.21
N -3.653 -0.485 0.249 0.1 0.0 0.1 -0.50
C -3.050 -1.783 0.706 0.1 0.2 -0.1 -0.23
C -1.532 -1.601 0.611 -0.4 0.4 -0.1 -0.49
S -0.882 -3.260 0.723 0.5 0.2 0.2 2.12
O -1.353 -3.772 1.980 -0.1 -0.1 -0.3 -0.91
O -1.115 -3.906 -0.532 -0.2 -0.1 0.1 -0.89
C 0.986 -3.165 0.933 -0.2 0.3 -0.3 0.43
F 1.327 -4.442 0.932 0.3 -0.5 0.1 -0.28
F 1.222 -2.642 2.135 0.0 0.2 0.3 -0.30
C 1.784 -2.404 -0.182 -0.5 -0.3 0.2 0.55
F 2.066 -3.271 -1.143 0.1 -0.2 -0.4 -0.27
F 0.982 -1.438 -0.687 0.0 0.2 0.0 -0.32
C 3.097 -1.749 0.295 -0.4 -0.3 0.2 0.93
F 3.726 -1.258 -0.730 0.5 0.5 -1.0 -0.27
F 2.839 -0.794 1.152 -0.3 0.9 0.7 -0.29
F 3.859 -2.650 0.883 0.4 -0.8 0.4 -0.30
C -1.083 -0.593 1.660 -0.1 0.0 0.4 -0.43
H -0.246 0.559 4.391 0.4 0.2 0.1 0.50
H 1.399 2.499 1.140 0.1 -0.5 0.3 0.56
H -1.558 2.841 1.733 -0.3 0.0 0.1 0.28
H -2.207 1.965 3.117 0.2 -0.1 -0.1 0.23
H -1.305 1.096 0.376 0.2 0.0 -0.2 0.25
H -3.588 1.582 0.631 0.0 -0.1 0.2 0.24
H -3.777 0.562 2.076 0.1 -0.1 -0.1 0.22
H -4.672 -0.560 0.238 0.0 0.1 0.0 0.44
H -3.363 -0.298 -0.714 0.0 0.0 0.0 0.44
H -3.433 -2.595 0.085 0.0 0.1 0.0 0.26
H -3.352 -1.920 1.746 0.0 -0.1 -0.1 0.24
H -1.283 -1.218 -0.382 0.1 -0.3 -0.1 0.26
H 0.000 -0.477 1.672 0.0 0.0 0.0 0.28
H -1.390 -0.942 2.656 0.1 0.0 -0.1 0.22
B 1.855 1.907 -3.470 -0.1 0.0 0.1 1.16
O 2.153 2.651 -4.675 0.1 0.1 -0.1 -0.66
C 2.449 1.806 -5.667 0.0 -0.2 0.1 0.68
O 2.732 2.092 -6.787 0.0 0.0 0.0 -0.52
C 2.336 0.365 -5.081 0.0 0.2 0.0 0.68
O 2.513 -0.658 -5.665 0.0 0.0 0.0 -0.53
O 1.987 0.497 -3.798 0.0 -0.2 0.0 -0.67
O 2.733 2.293 -2.325 0.2 0.0 -0.1 -0.62
C 2.030 2.707 -1.313 -0.1 0.0 0.0 0.70
O 2.444 3.053 -0.230 -0.3 -0.2 -0.1 -0.60
C 0.536 2.660 -1.742 0.1 0.2 0.3 0.69
O -0.395 2.990 -1.049 -0.1 -0.2 0.3 -0.62
O 0.478 2.203 -2.957 0.0 -0.1 -0.2 -0.63
```
Positions in Å, forces in eV/Å.

Summary:
strongest force on any atom = 1.3 eV/A
DFT total energy = -81645.36573 eV
LUMO = -0.06183 Eh

[3]
Molecular formula: C16H10Cl16F13NO
Method: DFT, the ωB97M-V functional and the def2-TZVPD basis

XYZ file:
```
57
Properties=species:S:1:pos:R:3:forces:R:3:nbo_charge:R:1
O -3.754 -0.353 -2.697 7.7 -2.8 1.8 -0.58
C -2.511 -0.798 -2.496 -2.8 0.8 -1.2 0.69
C -1.347 -1.034 -3.665 0.4 1.0 1.2 -0.54
C -0.116 -0.248 -2.855 -0.1 -0.9 -0.1 -0.23
C -0.394 1.389 -2.859 0.2 -0.2 -0.9 -0.44
C 0.981 2.275 -2.647 0.0 -1.0 0.1 -0.46
C 1.620 2.038 -1.118 -2.5 -1.0 -2.7 0.64
F 2.399 0.783 -1.209 -1.7 3.7 1.1 -0.34
F 0.454 1.803 -0.237 3.8 0.8 -1.6 -0.34
C 2.490 3.386 -0.791 0.4 1.5 -1.7 0.61
F 1.589 4.582 -0.588 3.1 -4.3 -0.3 -0.31
F 3.231 3.707 -2.070 -2.1 -1.1 4.1 -0.32
C 3.644 3.227 0.357 2.9 2.4 -1.0 0.60
F 4.687 2.218 -0.065 -3.9 3.0 1.7 -0.31
F 4.392 4.541 0.369 -2.4 -4.2 -0.1 -0.31
C 3.100 3.008 1.887 -1.6 2.1 2.0 0.61
F 1.615 3.259 2.029 4.9 -0.9 -1.0 -0.30
F 3.718 4.086 2.750 -1.9 -4.1 -2.7 -0.30
C 3.342 1.512 2.508 -2.3 -1.8 2.1 0.58
F 2.542 1.461 3.789 2.6 0.3 -4.2 -0.30
F 2.813 0.396 1.674 1.6 4.2 2.4 -0.29
C 4.874 1.134 2.910 3.4 -2.5 -0.1 0.94
F 4.977 0.703 4.351 0.5 3.0 -7.0 -0.32
F 5.905 2.144 2.604 -3.9 -3.4 1.3 -0.30
F 5.244 -0.094 2.111 -1.1 4.3 2.9 -0.31
C -0.273 -1.062 -1.423 0.8 -1.7 -1.6 -0.26
N -1.792 -1.160 -1.193 0.0 3.6 -1.1 -0.67
H -0.964 -2.159 -3.757 -1.4 2.5 0.0 0.26
H -1.645 -0.512 -4.673 0.5 -1.3 2.0 0.24
H 0.942 -0.541 -3.326 -2.3 0.9 0.9 0.23
H -0.769 1.636 -3.964 0.9 -0.4 2.4 0.23
H -1.278 1.713 -2.150 1.9 -0.7 -1.3 0.24
H 1.777 1.845 -3.409 -1.5 1.1 1.7 0.25
H 0.811 3.412 -2.866 0.3 -2.2 0.6 0.26
H 0.086 -2.185 -1.608 -0.7 2.5 0.2 0.20
H 0.404 -0.751 -0.521 -1.9 0.0 -1.6 0.24
H -1.918 -0.347 -0.522 -0.8 -1.5 -0.9 0.39
C 0.103 -5.404 -4.059 0.0 -0.2 -0.1 -0.21
Cl 1.308 -6.033 -5.211 -0.3 0.2 0.3 0.06
Cl -1.411 -5.036 -4.925 0.4 0.0 0.2 0.06
Cl -0.214 -6.627 -2.803 0.1 0.4 -0.3 0.06
Cl 0.727 -3.919 -3.298 0.1 -0.6 -0.2 0.05
C -4.559 -1.953 1.159 0.0 0.1 -0.4 -0.21
Cl -5.456 -2.531 2.586 0.2 0.1 -0.2 0.05
Cl -3.110 -1.063 1.690 -0.4 -0.2 0.3 0.04
Cl -4.069 -3.345 0.161 -0.2 0.3 0.3 0.06
Cl -5.601 -0.872 0.200 1.5 -0.3 0.0 0.08
C 3.882 -1.489 7.371 0.0 0.2 0.1 -0.22
Cl 2.347 -2.257 6.892 0.4 0.2 0.1 0.04
Cl 4.355 -0.290 6.140 -0.9 -1.8 2.3 0.08
Cl 3.674 -0.676 8.943 0.0 -0.2 -0.3 0.04
Cl 5.150 -2.732 7.508 -0.3 0.3 0.0 0.04
C -9.600 -0.158 0.603 0.0 -0.2 0.1 -0.21
Cl -8.989 1.426 0.061 -0.1 -0.4 0.1 0.05
Cl -10.783 0.078 1.914 0.2 0.0 -0.3 0.05
Cl -10.386 -0.990 -0.763 0.2 0.2 0.3 0.05
Cl -8.243 -1.147 1.198 -1.5 0.3 0.1 0.06
```
Positions in Å, forces in eV/Å.

Summary:
strongest force on any atom = 8.3 eV/A
DFT total energy = -255965.41377 eV
LUMO = -0.04145 Eh

[4]
Molecular formula: C5H8N
Method: DFT, the ωB97M-V functional and the def2-TZVPD basis

XYZ file:
```
14
Properties=species:S:1:pos:R:3:forces:R:3:nbo_charge:R:1
C -1.615 0.256 0.046 -1.9 -1.1 -0.4 0.06
C -0.438 0.724 0.097 3.5 1.6 -0.5 0.06
C -2.765 -0.369 -0.049 -1.0 0.4 1.2 -0.33
C 0.882 1.499 -0.172 -3.6 -0.8 3.0 -0.18
C 1.478 -1.017 -0.118 -2.6 -0.8 -2.2 -0.43
N 0.868 0.156 0.471 -0.2 0.8 -1.2 -0.34
H -3.590 -0.252 0.738 1.5 -0.1 -1.1 0.27
H -3.017 -1.036 -0.883 0.3 0.5 0.2 0.26
H 1.290 1.452 -1.090 1.1 0.1 -3.2 0.23
H 1.181 2.307 0.495 -0.2 -0.2 -0.2 0.26
H 2.379 -0.840 -0.639 1.4 0.3 0.3 0.24
H 1.426 -1.743 0.639 0.8 -1.2 0.8 0.24
H 0.801 -1.406 -0.929 0.4 0.5 0.8 0.24
H 1.121 0.271 1.393 0.4 0.0 2.7 0.43
```
Positions in Å, forces in eV/Å.

Summary:
strongest force on any atom = 4.7 eV/A
DFT total energy = -6793.99288 eV
net charge = +1
LUMO = -0.13183 Eh

[5]
Molecular formula: C12H24Cl2N2O3PTi
Method: DFT, the ωB97M-V functional and the def2-TZVPD basis

XYZ file:
```
45
Properties=species:S:1:pos:R:3:forces:R:3:nbo_charge:R:1
C 0.259 3.300 1.809 0.3 -0.4 -0.1 -0.75
C -0.780 2.603 1.014 -0.3 -0.1 -0.2 0.61
H 1.229 2.828 1.661 0.0 -0.1 0.3 0.24
H -0.086 3.300 2.851 0.3 -0.1 -0.1 0.31
H 0.351 4.355 1.537 -0.3 0.0 -0.1 0.31
O -0.574 1.651 0.221 0.1 0.4 -0.3 -0.68
Cl -2.358 3.226 1.341 0.6 -0.8 -0.7 0.18
Ti 0.303 0.168 -1.173 -7.3 -1.0 3.2 1.34
P 0.698 2.204 -2.600 0.5 2.3 -1.5 0.97
C 2.236 2.400 -3.545 0.4 -0.7 0.0 -0.94
C -0.618 2.501 -3.828 -0.5 -0.9 0.1 -0.91
H -0.313 3.985 -1.276 0.3 0.0 -0.2 0.26
H 0.852 4.584 -2.503 -0.1 -0.4 0.3 0.30
H 1.457 3.837 -0.985 -0.2 0.2 -0.2 0.26
C 0.664 3.805 -1.745 0.0 0.0 0.9 -0.93
H -1.582 2.530 -3.307 0.1 0.0 -0.2 0.27
H -0.443 3.467 -4.317 0.2 -0.2 0.2 0.30
H 2.222 3.382 -4.045 -0.1 -0.4 0.2 0.30
H 2.333 1.604 -4.296 0.0 0.3 0.1 0.28
H -0.646 1.698 -4.570 0.0 0.2 0.0 0.28
H 3.099 2.356 -2.871 -0.1 0.1 -0.2 0.26
C 2.117 -0.241 -1.781 9.2 -3.4 -5.0 0.48
O 3.074 -0.628 -2.344 -5.6 2.5 3.6 -0.20
Cl -0.726 -0.764 -2.906 1.2 0.9 1.6 -0.02
C -2.497 -0.926 1.849 -0.5 0.1 0.0 -0.41
N -1.622 -2.091 1.758 1.1 1.1 -1.1 -0.35
C -1.891 -3.123 2.734 -0.2 -0.4 0.9 -0.22
C -1.125 -4.372 2.407 -0.2 -0.6 0.0 -0.43
C 0.333 -4.040 2.235 0.0 -0.6 0.9 -0.22
N 0.471 -3.001 1.244 -0.1 1.6 -0.9 -0.36
C 1.783 -2.775 0.660 0.2 0.1 -0.3 -0.41
C -0.468 -2.059 1.065 -0.9 -2.0 2.3 0.80
O -0.230 -1.105 0.232 1.4 2.4 -2.6 -0.69
H -2.381 -0.435 2.829 0.0 -0.2 -0.2 0.23
H -3.540 -1.267 1.766 0.4 0.2 0.0 0.25
H -2.290 -0.201 1.066 0.0 -0.1 0.0 0.20
H -1.605 -2.758 3.734 -0.2 0.0 -0.2 0.22
H -2.972 -3.303 2.738 0.2 0.0 0.0 0.25
H -1.520 -4.822 1.493 0.0 -0.1 0.0 0.23
H -1.246 -5.097 3.217 0.0 0.1 -0.2 0.28
H 0.911 -4.898 1.888 -0.1 0.0 0.1 0.25
H 0.761 -3.707 3.197 0.0 -0.1 -0.3 0.22
H 2.192 -1.805 0.980 0.0 -0.3 0.1 0.20
H 2.445 -3.573 1.001 0.0 0.2 -0.2 0.27
H 1.726 -2.793 -0.437 0.1 -0.2 0.2 0.20
```
Positions in Å, forces in eV/Å.

Summary:
strongest force on any atom = 11.0 eV/A
DFT total energy = -79378.53719 eV
net charge = +3
LUMO = -0.50483 Eh

[6]
Molecular formula: C27H39N4O2
Method: DFT, the ωB97M-V functional and the def2-TZVPD basis

XYZ file:
```
72
Properties=species:S:1:pos:R:3:forces:R:3:nbo_charge:R:1
C -4.928 -1.494 3.108 0.2 0.2 -0.3 -0.64
H -4.225 -2.278 3.378 0.0 -0.1 0.1 0.21
H -5.155 -0.919 4.002 0.0 0.0 0.1 0.22
H -5.847 -1.957 2.757 -0.1 -0.1 0.0 0.21
C -4.336 -0.563 2.045 -0.1 0.0 0.1 -0.21
N -3.862 -1.194 0.822 0.1 -0.3 0.1 -0.46
C -2.575 -1.833 1.003 -0.2 0.0 0.1 -0.32
C -1.454 -0.799 1.020 -0.2 -0.4 0.3 0.70
O -0.548 -0.839 1.830 0.0 -0.1 0.1 -0.61
N -1.562 0.218 0.114 0.1 0.5 0.0 -0.52
C -0.703 1.334 0.261 0.4 0.5 0.2 0.26
C 0.670 1.166 0.188 0.1 0.0 0.0 -0.23
C 1.498 2.260 0.396 -0.6 -0.1 -0.1 0.11
C 0.946 3.516 0.630 0.1 -0.1 0.0 -0.23
C -0.425 3.667 0.696 0.1 -0.1 0.0 -0.18
C -1.269 2.577 0.542 0.0 -0.3 0.0 -0.03
C -2.752 2.664 0.705 -0.1 0.0 -0.2 -0.42
C -3.486 2.506 -0.626 0.0 0.1 0.2 -0.43
C -3.275 1.217 -1.379 0.0 0.0 -0.1 0.05
C -4.021 1.070 -2.548 0.1 0.0 0.0 -0.21
C -3.900 -0.032 -3.369 0.0 0.0 0.0 -0.21
C -2.981 -1.018 -3.048 0.0 0.0 0.0 -0.21
C -2.231 -0.892 -1.899 0.0 0.1 0.0 -0.22
C -2.399 0.189 -1.033 -0.1 -0.2 -0.7 0.15
H -1.487 -1.638 -1.658 0.1 -0.1 0.0 0.21
H -2.843 -1.871 -3.696 0.0 -0.1 -0.1 0.22
H -4.503 -0.114 -4.260 -0.1 0.0 -0.1 0.22
H -4.715 1.854 -2.814 -0.1 0.1 0.0 0.21
H -4.558 2.618 -0.441 0.0 0.0 -0.1 0.23
H -3.190 3.328 -1.287 -0.1 0.0 0.0 0.22
H -3.079 1.875 1.385 0.0 0.1 0.1 0.23
H -3.021 3.627 1.140 0.0 -0.1 0.0 0.22
H -0.844 4.640 0.905 0.0 0.1 0.0 0.22
H 1.590 4.370 0.782 0.1 0.1 0.0 0.21
N 2.908 2.160 0.426 0.2 0.3 0.1 -0.54
C 3.679 1.094 0.223 0.4 0.4 0.1 0.69
O 3.270 -0.006 -0.165 -0.3 -0.1 0.0 -0.65
C 5.154 1.295 0.562 -0.1 -0.2 0.0 -0.52
H 5.451 2.328 0.381 0.0 0.0 0.0 0.25
H 5.246 1.113 1.636 0.0 0.1 0.0 0.25
C 6.104 0.381 -0.228 0.2 0.6 0.0 -0.22
N 5.598 -1.005 -0.392 -0.6 -0.1 0.0 -0.42
C 5.875 -1.544 -1.747 0.0 -0.2 -0.7 -0.21
C 5.002 -0.900 -2.812 0.0 0.0 0.1 -0.63
H 3.951 -0.978 -2.543 -0.1 0.0 0.0 0.23
H 5.151 -1.421 -3.754 0.0 0.0 -0.1 0.25
H 5.242 0.147 -2.976 0.0 0.1 0.0 0.21
H 5.664 -2.614 -1.727 0.1 0.1 0.1 0.22
H 6.936 -1.410 -1.972 0.0 0.0 0.1 0.22
C 6.058 -1.944 0.657 0.1 -0.3 0.6 -0.21
C 5.604 -1.564 2.056 0.1 0.0 -0.1 -0.64
H 5.802 -2.398 2.724 0.0 0.0 0.0 0.25
H 4.535 -1.370 2.077 -0.1 0.0 0.1 0.23
H 6.143 -0.705 2.444 0.0 0.1 0.1 0.21
H 5.647 -2.925 0.414 0.1 0.1 -0.1 0.22
H 7.149 -2.008 0.612 -0.1 0.0 -0.1 0.21
H 4.520 -0.861 -0.311 0.6 -0.1 0.0 0.49
H 6.234 0.807 -1.223 0.0 -0.1 0.1 0.23
H 7.084 0.355 0.255 -0.1 -0.1 -0.1 0.23
H 3.360 3.017 0.720 0.1 -0.3 -0.1 0.41
H 1.075 0.186 0.008 0.0 0.0 0.0 0.26
H -2.398 -2.537 0.188 0.0 0.0 0.0 0.23
H -2.489 -2.399 1.943 0.1 0.1 -0.1 0.21
C -4.837 -2.026 0.134 -0.1 0.1 -0.1 -0.21
C -6.070 -1.235 -0.284 0.2 -0.2 0.1 -0.62
H -6.678 -0.956 0.572 -0.1 0.1 0.1 0.20
H -6.679 -1.843 -0.947 -0.1 0.0 0.0 0.22
H -5.769 -0.336 -0.814 0.0 0.1 -0.1 0.21
H -5.140 -2.899 0.735 0.0 0.0 -0.1 0.17
H -4.349 -2.398 -0.771 0.0 -0.1 0.1 0.20
H -5.083 0.184 1.765 0.1 0.1 0.1 0.20
H -3.481 -0.038 2.482 -0.1 0.1 0.0 0.19
```
Positions in Å, forces in eV/Å.

Summary:
strongest force on any atom = 0.7 eV/A
DFT total energy = -38683.09761 eV
net charge = +1
LUMO = -0.07931 Eh

[7]
Molecular formula: C3H6ClPS2
Method: DFT, the ωB97M-V functional and the def2-TZVPD basis

XYZ file:
```
13
Properties=species:S:1:pos:R:3:forces:R:3:nbo_charge:R:1
C 1.748 -0.454 1.705 -0.4 0.9 -2.3 -0.65
C 1.482 1.242 -0.636 -0.3 -0.4 -0.2 -0.78
C -1.861 -0.755 -0.939 1.1 3.0 -0.6 -0.76
P 0.066 -0.900 1.612 -1.1 0.3 0.1 0.72
S 2.575 0.247 0.387 -0.4 -0.6 2.2 0.47
S -2.210 0.079 0.666 2.6 -1.2 0.3 -0.12
Cl -0.487 -0.905 3.580 0.0 0.1 -0.2 -0.25
H 0.561 0.663 -0.778 0.3 0.2 -0.4 0.24
H 2.101 1.353 -1.532 -0.6 0.1 -0.2 0.24
H 1.203 2.219 -0.242 0.3 -0.1 0.3 0.25
H -1.504 0.069 -1.696 -1.5 -1.7 1.0 0.21
H -2.631 -1.438 -1.169 -1.5 0.0 -0.9 0.23
H -1.044 -1.421 -0.957 1.5 -0.7 0.8 0.22
```
Positions in Å, forces in eV/Å.

Summary:
strongest force on any atom = 3.2 eV/A
DFT total energy = -46686.69451 eV
LUMO (alpha / beta) = -0.06924 / -0.06928 Eh